# 1
This record from the Open Molecules 2025 dataset describes a cluster of 2 separate species, C5H14 in total. The level of theory is ωB97M-V with the def2-TZVPD basis set.

Properties
gap between HOMO and LUMO (spin up / spin down)	11.4 / 4.1	eV
charge	+1
HOMO energy (spin up / spin down)	-0.5443 / -0.5441	hartree
ΔE to the lowest compared entry with this formula, charge and spin	37.8	kJ/mol
E	-5400.7132	eV
2S+1	2
lowest unoccupied orbital energy (spin up / spin down)	-3.4 / -10.7	eV

Last column: natural (NBO) charge in e.
Atoms and positions in Å:
H1 1.631 -3.738 0.842  0.220
H2 1.122 1.338 -0.542  0.249
H3 1.048 2.920 0.323  0.289
H4 1.421 -2.815 2.218  0.211
H5 -1.943 0.322 -0.055  0.349
H6 2.242 -2.042 0.877  0.201
C1 -0.851 2.090 -0.534  -0.350
H7 -0.598 0.072 -1.193  0.271
H8 -0.702 -2.978 0.791  0.221
C2 0.619 2.310 -0.477  -0.611
C3 -1.362 0.776 -0.910  -0.615
H9 -1.395 2.922 -1.032  0.325
H10 -0.169 -1.310 1.132  0.173
C4 0.096 -2.251 0.648  -0.602
H11 0.866 2.809 -1.444  0.333
H12 0.117 -2.106 -0.428  0.184
H13 -1.199 2.234 0.583  0.450
C5 1.464 -2.744 1.142  -0.602
H14 -2.156 0.829 -1.674  0.302



# 2
This record from the Open Molecules 2025 dataset describes an isolated molecule of C5H9NO2. The level of theory is ωB97M-V with the def2-TZVPD basis set.

Properties
gap between HOMO and LUMO	9.1	eV
SMILES	N[C@]12COCO[C@@H]1C2
HOMO energy	-0.3005	hartree
ΔE to the lowest compared entry with this formula, charge and spin	537.8	kJ/mol
E	-10911.0022	eV
lowest unoccupied orbital energy	0.9	eV

Last column: natural (NBO) charge in e.
Atoms and positions in Å:
O1 -1.512 0.770 0.028  -0.545
H1 -0.285 1.428 -1.665  0.184
C1 0.579 -0.911 -0.487  0.033
O2 -0.532 -1.361 0.397  -0.542
H2 -1.915 -1.020 -1.203  0.148
H3 -2.546 -0.889 0.559  0.193
C2 2.050 -0.301 -0.455  -0.374
C3 0.883 0.559 -0.123  0.013
N1 0.747 0.545 1.306  -0.858
H4 -0.118 0.377 1.856  0.410
H5 -0.141 2.339 -0.071  0.215
H6 2.349 -0.257 -1.434  0.219
C4 -0.320 1.374 -0.627  -0.065
H7 2.924 -0.577 0.214  0.234
C5 -1.697 -0.622 -0.131  0.208
H8 1.613 0.019 1.617  0.363
H9 0.273 -1.106 -1.469  0.162



# 3
This record from the Open Molecules 2025 dataset describes a cluster of 7 separate species, C14H34Br2N12O10S in total. The level of theory is ωB97M-V with the def2-TZVPD basis set.

Properties
gap between HOMO and LUMO	8.4	eV
SMILES	C#C[C@H]1OS(=O)(=O)O[C@]1(C)[C@H](Br)[C@@H](C)Br.NC(N)=O.NC(N)=O.NC(N)=O.NC(N)=O.NC(N)=O.NC(N)=O
HOMO energy	-0.3389	hartree
E	-204342.5618	eV
lowest unoccupied orbital energy	-0.9	eV

Last column: Löwdin charge in e.
Atoms and positions in Å:
O1 1.815 -2.010 -2.086  -0.202
H1 0.874 -5.283 -2.833  0.121
H2 -2.708 3.420 6.908  0.117
H3 1.636 3.070 0.597  0.110
H4 -4.755 -4.462 -2.637  0.109
C1 1.301 -4.434 -2.111  -0.037
H5 -2.082 2.282 -0.689  0.118
C2 -2.071 3.339 4.995  -0.711
O2 -1.386 7.791 7.017  0.008
C3 -0.305 2.777 0.129  -0.703
H6 3.621 1.626 4.573  0.094
H7 -0.370 7.930 9.263  0.110
C4 -0.536 -2.821 -3.875  -0.009
C5 -3.097 0.270 -5.231  -0.717
H8 1.486 1.173 3.834  0.098
H9 -4.817 0.304 -6.286  0.110
O3 1.443 2.768 6.574  0.009
H10 -1.484 3.692 3.096  0.066
H11 -3.499 1.097 -7.098  0.096
H12 -4.008 -7.251 -4.619  0.098
H13 0.351 -4.022 -1.518  0.113
Br1 3.749 -4.930 -4.875  0.643
O4 0.270 0.164 -2.976  -0.332
H14 -1.433 1.183 -6.084  0.102
C6 -1.698 -2.671 -3.062  0.134
N1 -2.500 3.985 6.094  0.156
O5 2.663 0.308 -3.459  -0.338
H15 -2.622 4.982 6.147  0.089
C7 4.698 -2.912 -0.980  -0.147
H16 0.125 1.707 4.776  0.070
O6 -2.544 -5.534 -2.392  0.000
H17 1.952 -4.992 -1.306  0.064
O7 -1.929 2.127 4.953  0.005
S1 1.518 -0.725 -3.215  0.902
C8 -3.427 -5.890 -3.157  -0.721
H18 -5.352 -5.538 -3.865  0.099
H19 -2.415 -7.445 -3.950  0.111
N2 -3.847 0.592 -6.300  0.146
C9 -0.618 6.975 7.503  -0.726
C10 1.096 -2.937 -4.222  -0.287
O8 -3.541 -0.343 -4.273  0.003
N3 -3.293 -6.943 -3.983  0.151
H20 -0.721 1.748 -1.631  0.066
C11 3.616 -3.478 -3.464  -0.571
C12 2.093 -3.232 -2.911  -0.407
N4 -0.223 5.869 6.848  0.162
Br2 4.718 -5.841 -1.826  0.559
H21 0.536 6.450 9.153  0.099
N5 -0.098 7.111 8.736  0.147
H22 4.258 -1.843 -1.168  0.085
C13 4.722 -3.861 -2.317  -0.694
C14 1.902 2.202 5.595  -0.717
N6 -1.810 4.138 3.944  0.175
N7 -1.817 0.678 -5.304  0.167
N8 1.017 2.663 -0.092  0.160
H23 -1.920 5.138 3.959  0.101
O9 -0.764 3.343 1.109  0.012
H24 3.953 -2.472 -3.995  0.134
H25 1.073 -3.730 -5.084  0.145
N9 1.127 1.643 4.648  0.172
H26 0.409 5.186 7.231  0.090
O10 1.585 -1.625 -4.702  -0.211
H27 1.414 2.201 -0.892  0.093
H28 4.175 -3.416 -0.038  0.096
H29 3.843 2.495 6.062  0.108
H30 -1.217 0.455 -4.520  0.061
N10 -4.613 -5.260 -3.242  0.155
H31 -2.701 -2.571 -2.457  0.088
N11 -1.080 2.218 -0.817  0.171
N12 3.224 2.088 5.374  0.142
H32 5.792 -3.694 -2.820  0.112
H33 -0.591 5.729 5.916  0.083
H34 5.840 -2.749 -0.671  0.097



# 4
This record from the Open Molecules 2025 dataset describes a cluster of 2 separate species, C3H8N2 in total. The level of theory is ωB97M-V with the def2-TZVPD basis set.

Properties
gap between HOMO and LUMO (spin up / spin down)	8.0 / 8.9	eV
HOMO energy (spin up / spin down)	-0.3307 / -0.3266	hartree
ΔE to the lowest compared entry with this formula, charge and spin	586.2	kJ/mol
E	-6215.7712	eV
lowest unoccupied orbital energy (spin up / spin down)	-1.0 / 0.1	eV

Last column: natural (NBO) charge in e.
Atoms and positions in Å:
H1 -0.447 0.896 0.092  0.294
H2 1.461 -1.966 0.868  0.205
H3 0.944 -1.358 -0.742  0.208
C1 -2.296 1.048 -1.410  -0.184
H4 -3.274 0.974 -1.873  0.210
H5 -1.555 1.661 -1.974  0.204
H6 2.591 -1.085 -0.041  0.198
N1 0.448 1.097 0.620  -0.406
C2 1.471 -1.227 0.192  -0.592
H7 1.646 0.081 1.885  0.183
C3 0.913 -0.093 1.114  -0.290
N2 -1.951 0.631 -0.304  -0.219
H8 0.049 -0.658 1.571  0.188



# 5
This record from the Open Molecules 2025 dataset describes the ion C3H7O2PS2 with charge -2. The level of theory is ωB97M-V with the def2-TZVPD basis set.

Properties
gap between HOMO and LUMO	5.3	eV
SMILES	CCCO[P@]([O-])(=S)[S-]
charge	-2
HOMO energy	0.0244	hartree
ΔE to the lowest compared entry with this formula, charge and spin	0.0	kJ/mol
E	-38280.3823	eV
lowest unoccupied orbital energy	6.0	eV

Last column: natural (NBO) charge in e.
Atoms and positions in Å:
H1 1.274 1.759 0.230  0.221
H2 -0.652 -1.628 0.811  0.160
S1 -3.571 -1.281 -1.055  -0.926
O1 -2.720 1.617 -1.294  -1.180
C1 0.944 -0.228 1.126  -0.377
C2 -0.194 -0.783 0.308  -0.081
H3 0.238 -1.058 -0.653  0.214
O2 -1.222 0.189 0.175  -0.848
H4 2.126 0.338 -0.443  0.215
C3 1.848 0.883 0.498  -0.621
H5 0.540 0.122 1.974  0.175
H6 2.672 1.140 1.077  0.171
S2 -0.726 -0.223 -2.948  -1.056
H7 1.646 -1.076 1.434  0.154
P1 -2.201 0.230 -1.240  1.778